Record 1
ORCA calculation (ωB97M-V/def2-TZVPD) on the molecule C4H8O2 in a non-equilibrium geometry.

The geometry in ORCA input format:
```
! RIJCOSX wB97M-V def2-TZVPD def2/J DEFGRID3
* xyz 0 1
C -0.1646 -0.8218 0.5488
C -0.1248 0.6124 1.1185
C -0.1979 1.4994 -0.1369
O -0.8845 0.7112 -1.0976
C -0.3133 -0.5498 -1.0238
O 0.9925 -0.5808 -1.5354
H 0.7166 -1.3988 0.9108
H -1.0235 -1.4004 0.8806
H 1.3370 -0.9404 -0.7128
H 0.7755 0.8304 1.7046
H -0.9880 0.7883 1.7628
H -0.7682 2.4170 0.0050
H 0.8025 1.7437 -0.5159
H -0.9584 -1.2306 -1.5925
*
```

SMILES   O[C@H]1CCCO1
Energy above the lowest of the compared OMol25 structures with the same formula, charge and spin   32.6 kcal per mole
M   88.106 g mol⁻¹
E   -307.6605 hartree
Strongest force on any atom   1.9 eV/A

***

Record 2
ORCA calculation (ωB97M-V/def2-TZVPD) on the molecule C4H8O2 in a non-equilibrium geometry.

The geometry in ORCA input format:
```
! RIJCOSX wB97M-V def2-TZVPD def2/J DEFGRID3
* xyz 0 1
C 1.9656 -0.4297 -0.4951
O 1.0855 0.1364 0.4474
C -0.2244 0.3696 -0.1008
C -1.1092 -0.7354 -0.4284
C -0.9804 1.1675 0.8990
O -1.8605 0.6854 1.7271
H 2.9079 -0.6195 0.0245
H 1.5780 -1.3738 -0.9007
H 2.1557 0.2583 -1.3361
H -0.1337 1.0468 -0.9725
H -1.4753 -0.8633 -1.4413
H -1.0340 -1.6408 0.1782
H -1.9822 -0.2533 1.4212
H -0.8930 2.2517 0.9774
*
```

Energy above the lowest of the compared OMol25 structures with the same formula, charge and spin   116.5 kcal per mole
M   88.106 g mol⁻¹
E   -307.5268 hartree
Strongest force on any atom   1.8 eV/A

***

Record 3
ORCA calculation (ωB97M-V/def2-TZVPD) on the molecule C4H8O2 in a non-equilibrium geometry.

The geometry in ORCA input format:
```
! RIJCOSX wB97M-V def2-TZVPD def2/J DEFGRID3
* xyz 0 1
C -1.5866 -0.2101 -1.1267
O -0.3581 -0.7495 -0.7421
C 0.5833 0.1951 -0.4156
C 0.5483 0.9625 0.8667
C 1.4153 -0.2473 0.7836
O 1.0524 -1.3676 1.5200
H -1.4773 0.4300 -2.0123
H -2.0073 0.3804 -0.3025
H -2.2235 -1.0647 -1.3516
H 1.0767 0.7002 -1.2612
H -0.3634 0.7816 1.4322
H 0.9379 1.9687 0.9449
H 2.3134 -0.3397 0.2159
H 0.0889 -1.4395 1.4484
*
```

SMILES   CO[C@H]1C[C@H]1O
Energy above the lowest of the compared OMol25 structures with the same formula, charge and spin   74.6 kcal per mole
M   88.106 g mol⁻¹
E   -307.5935 hartree
Strongest force on any atom   2.3 eV/A

***

Record 4
ORCA calculation (ωB97M-V/def2-TZVPD) on the molecule C4H8O2.

The geometry in ORCA input format:
```
! RIJCOSX wB97M-V def2-TZVPD def2/J DEFGRID3
* xyz 0 1
C -1.6291 0.8597 -0.8054
C -0.2457 0.3116 -0.6648
O 0.3955 0.0151 -1.6629
C 0.3597 0.3225 0.7108
C 0.9659 -1.0677 0.9095
O 2.0017 -1.3007 -0.0037
H -2.2799 0.7260 0.0668
H -1.3877 1.9166 -0.8875
H -2.0793 0.5275 -1.7413
H 1.1339 1.0982 0.7758
H -0.4137 0.5439 1.4553
H 0.1416 -1.7964 0.7956
H 1.3681 -1.1650 1.9195
H 1.6691 -0.9914 -0.8679
*
```

SMILES   CC(=O)CCO
Energy above the lowest of the compared OMol25 structures with the same formula, charge and spin   22.3 kcal per mole
M   88.106 g mol⁻¹
E   -307.6769 hartree
Strongest force on any atom   0.9 eV/A

***

Record 5
ORCA calculation (ωB97M-V/def2-TZVPD) on the molecule C4H8O2.

The geometry in ORCA input format:
```
! RIJCOSX wB97M-V def2-TZVPD def2/J DEFGRID3
* xyz 0 1
C 0.0722 -1.3809 -1.3077
O 1.1592 -0.9723 -0.5042
C 0.3564 1.0428 0.5484
C -1.0612 1.3794 0.4344
O -0.3556 1.5839 1.6502
C 0.8125 -0.3812 0.7241
H -0.8813 -1.3101 -0.7706
H 0.0014 -0.7746 -2.2197
H 0.2288 -2.4247 -1.5974
H 1.0862 1.7082 0.0838
H -1.8090 0.5848 0.4485
H -1.3517 2.2903 -0.0861
H 0.0260 -0.9441 1.2537
H 1.7163 -0.4014 1.3427
*
```

SMILES   COC[C@H]1CO1
Energy above the lowest of the compared OMol25 structures with the same formula, charge and spin   60.8 kcal per mole
M   88.106 g mol⁻¹
E   -307.6156 hartree
Strongest force on any atom   0.3 eV/A

***

Record 6
ORCA calculation (ωB97M-V/def2-TZVPD) on a cluster of 2 separate species, C4H8O2 in total.

The geometry in ORCA input format:
```
! RIJCOSX wB97M-V def2-TZVPD def2/J DEFGRID3
* xyz 0 1
C 1.9709 -0.2583 -0.0627
C 0.5587 0.1506 -0.3797
O 0.2262 1.3249 -0.3333
C -0.4270 -0.9354 -0.7385
C -2.2627 0.7881 1.6111
O -2.3412 1.4488 0.4904
H 1.9795 -1.1230 0.6097
H 2.4751 -0.5635 -0.9875
H 2.5088 0.5786 0.3846
H -1.1411 -0.5722 -1.4815
H 0.0700 -1.8378 -1.1026
H -1.1548 0.6006 1.7784
H -0.9983 -1.2072 0.1591
H -1.4640 1.6058 0.0525
*
```

Energy above the lowest of the compared OMol25 structures with the same formula, charge and spin   83.7 kcal per mole
M   88.106 g mol⁻¹
E   -307.5791 hartree
Strongest force on any atom   0.5 eV/A

***

Record 7
ORCA calculation (ωB97M-V/def2-TZVPD) on a cluster of 3 separate species, C4H8O2 in total.

The geometry in ORCA input format:
```
! RIJCOSX wB97M-V def2-TZVPD def2/J DEFGRID3
* xyz 0 1
C -0.1883 -0.6053 -0.6964
C -1.1262 0.3736 -0.1893
O -0.7000 1.2369 0.7551
C 0.7137 1.1517 0.9327
O 1.0696 -0.1191 1.3483
C 0.7860 -1.1311 0.3611
H -1.2956 -0.7618 -1.6142
H 0.3355 -0.3645 -1.6158
H -1.6710 0.1760 -1.7610
H -2.1824 0.1931 -0.0489
H 0.9667 1.8517 1.7273
H 1.1996 1.4338 -0.0142
H 0.3660 -1.9764 0.9159
H 1.7263 -1.4587 -0.1004
*
```

Energy above the lowest of the compared OMol25 structures with the same formula, charge and spin   143.3 kcal per mole
M   88.106 g mol⁻¹
E   -307.4841 hartree
Strongest force on any atom   0.3 eV/A

***

Record 8
ORCA calculation (ωB97M-V/def2-TZVPD) on a cluster of 2 separate species, C4H8O2 in total.

The geometry in ORCA input format:
```
! RIJCOSX wB97M-V def2-TZVPD def2/J DEFGRID3
* xyz 0 1
C 2.2648 0.6046 0.2231
C -0.0562 -0.6459 -1.4608
O -0.9369 0.3040 -1.2479
C -1.9894 0.0179 -0.3212
O -3.0841 0.3581 -0.6374
C -1.5498 -0.6103 0.9628
H 1.6265 1.4538 -0.0382
H 2.3966 0.5662 1.3071
H 3.2380 0.7195 -0.2596
H 0.5939 -0.1840 -2.2395
H 1.7993 -0.3281 -0.1121
H -0.9541 -1.5025 0.7583
H -2.4339 -0.8479 1.5546
H -0.9147 0.0947 1.5107
*
```

Energy above the lowest of the compared OMol25 structures with the same formula, charge and spin   85.1 kcal per mole
M   88.106 g mol⁻¹
E   -307.5768 hartree
Strongest force on any atom   0.6 eV/A

***

Record 9
ORCA calculation (ωB97M-V/def2-TZVPD) on the molecule C4H8O2.

The geometry in ORCA input format:
```
! RIJCOSX wB97M-V def2-TZVPD def2/J DEFGRID3
* xyz 0 1
C 1.9719 -0.0405 -0.0903
O 0.7700 -0.7494 -0.2543
C -0.4480 -0.0413 -0.3673
C -1.5365 -0.9988 0.0775
C -0.5341 1.2901 0.3752
O -1.5553 1.6963 0.8770
H 2.7706 -0.6977 -0.4422
H 2.0122 0.8927 -0.6660
H 2.1546 0.1922 0.9670
H -0.5977 0.2424 -1.4282
H -1.5159 -1.8952 -0.5478
H -1.3492 -1.2940 1.1144
H -2.5174 -0.5249 0.0223
H 0.3747 1.9281 0.3627
*
```

SMILES   CO[C@@H](C)C=O
Energy above the lowest of the compared OMol25 structures with the same formula, charge and spin   41.3 kcal per mole
M   88.106 g mol⁻¹
E   -307.6466 hartree
Strongest force on any atom   0.6 eV/A

***

Record 10
ORCA calculation (ωB97M-V/def2-TZVPD) on the molecule C4H8O2.

The geometry in ORCA input format:
```
! RIJCOSX wB97M-V def2-TZVPD def2/J DEFGRID3
* xyz 0 1
C -1.1826 -1.0995 0.2281
C -0.2743 0.1138 0.3805
C 1.1602 -0.2078 -0.0415
O 1.9503 0.9526 0.1332
C -0.7675 1.3034 -0.4205
O -1.7342 1.2744 -1.1466
H -2.2278 -0.8276 0.3959
H -0.9073 -1.8858 0.9388
H -1.1150 -1.5108 -0.7849
H -0.2346 0.4405 1.4306
H 1.5371 -1.0458 0.5654
H 1.1531 -0.5343 -1.0939
H 2.8087 0.8010 -0.2785
H -0.1661 2.2258 -0.3066
*
```

SMILES   C[C@H](C=O)CO
Energy above the lowest of the compared OMol25 structures with the same formula, charge and spin   26.8 kcal per mole
M   88.106 g mol⁻¹
E   -307.6698 hartree
Strongest force on any atom   0.5 eV/A

***

Record 11
ORCA calculation (ωB97M-V/def2-TZVPD) on a structure of composition C4H8O2.

The geometry in ORCA input format:
```
! RIJCOSX wB97M-V def2-TZVPD def2/J DEFGRID3
* xyz 0 1
C -1.5491 0.1973 0.1968
C -0.4912 -0.5005 0.7990
C 0.3450 -1.1626 -0.2843
O 0.5662 -0.0253 -1.1635
C 1.2359 1.1142 -0.0730
O 1.0088 0.6009 1.0828
H -2.1989 0.8306 0.7893
H -0.4351 0.4339 -0.9398
H -2.0487 -0.3443 -0.6084
H -0.4128 -0.8110 1.8343
H 1.2936 -1.5873 0.0514
H -0.2274 -1.8860 -0.8649
H 2.2816 1.1721 -0.3978
H 0.6319 1.9679 -0.4220
*
```

Energy above the lowest of the compared OMol25 structures with the same formula, charge and spin   122.0 kcal per mole
M   88.106 g mol⁻¹
E   -307.5181 hartree
Strongest force on any atom   0.3 eV/A

***

Record 12
ORCA calculation (ωB97M-V/def2-TZVPD) on the molecule C4H8O2.

The geometry in ORCA input format:
```
! RIJCOSX wB97M-V def2-TZVPD def2/J DEFGRID3
* xyz 0 1
C -0.3933 1.0589 -1.6677
O 0.4622 0.7034 -0.6089
C -0.0925 -0.1776 0.3435
C 0.6967 -1.4754 0.4072
C -0.1173 0.5377 1.6858
O -0.2377 -0.0249 2.7467
H 0.1779 1.7346 -2.3073
H -0.7035 0.1853 -2.2616
H -1.2984 1.5789 -1.3154
H -1.1479 -0.3935 0.1020
H 0.5178 -2.0705 -0.4919
H 1.7666 -1.2534 0.4740
H 0.3990 -2.0463 1.2905
H -0.0297 1.6427 1.6032
*
```

SMILES   CO[C@@H](C)C=O
Energy above the lowest of the compared OMol25 structures with the same formula, charge and spin   36.7 kcal per mole
M   88.106 g mol⁻¹
E   -307.6539 hartree
Strongest force on any atom   0.6 eV/A

***

Record 13
ORCA calculation (ωB97M-V/def2-TZVPD) on a cluster of 2 separate species, C4H8O2 in total.

The geometry in ORCA input format:
```
! RIJCOSX wB97M-V def2-TZVPD def2/J DEFGRID3
* xyz 0 1
C -2.1334 -1.2020 -0.2558
O -0.8634 -0.7284 0.1342
C 1.6708 0.0620 1.0786
C 1.4267 1.1740 0.3857
C 1.1838 1.1095 -1.0737
O 0.9598 2.0825 -1.7595
H -2.6164 -0.5371 -0.9842
H -2.8065 -1.3429 0.6013
H -1.9676 -2.1722 -0.7290
H 1.6805 -0.9064 0.5837
H 1.8335 0.0665 2.1522
H 1.3789 2.1586 0.8454
H -0.9600 0.1466 0.5291
H 1.2134 0.0893 -1.5079
*
```

SMILES   C=CC=O.CO
Energy above the lowest of the compared OMol25 structures with the same formula, charge and spin   51.0 kcal per mole
M   88.106 g mol⁻¹
E   -307.6312 hartree
Strongest force on any atom   0.5 eV/A

***

Record 14
ORCA calculation (ωB97M-V/def2-TZVPD) on the molecule C4H8O2.

The geometry in ORCA input format:
```
! RIJCOSX wB97M-V def2-TZVPD def2/J DEFGRID3
* xyz 0 1
C -1.9660 0.2583 -0.4309
C -0.8245 0.5143 0.5514
C 0.3320 -0.4646 0.3527
O 1.5718 0.2622 0.4603
C 2.5952 -0.2093 -0.2559
O 2.5870 -1.1970 -0.9441
H -2.4045 -0.7366 -0.2939
H -2.7645 0.9967 -0.3086
H -1.6033 0.3222 -1.4634
H -1.1931 0.4680 1.5825
H -0.4333 1.5267 0.4051
H 0.3443 -1.2596 1.1057
H 0.2981 -0.9385 -0.6323
H 3.4607 0.4573 -0.1285
*
```

SMILES   CCCOC=O
Energy above the lowest of the compared OMol25 structures with the same formula, charge and spin   15.8 kcal per mole
M   88.106 g mol⁻¹
E   -307.6873 hartree
Strongest force on any atom   0.5 eV/A

***

Record 15
ORCA calculation (ωB97M-V/def2-TZVPD) on a structure of composition C4H8O2 in a non-equilibrium geometry.

The geometry in ORCA input format:
```
! RIJCOSX wB97M-V def2-TZVPD def2/J DEFGRID3
* xyz 0 1
O 0.6226 -1.0891 1.7587
C 0.6391 0.2519 1.3791
C -0.3595 0.5350 0.3107
C 0.3903 0.1692 -0.9442
C -1.0371 -0.3662 -1.4086
O -1.4337 -0.3717 -0.0115
H 0.0032 -1.5801 1.1841
H 0.7395 0.8581 2.2660
H 1.6676 0.8730 0.5809
H -0.6957 1.5810 0.3384
H 1.2748 0.9637 -0.8744
H 0.9808 -0.7389 -0.7758
H -1.1178 -1.3896 -1.8113
H -1.6742 0.3036 -1.9921
*
```

Energy above the lowest of the compared OMol25 structures with the same formula, charge and spin   117.2 kcal per mole
M   88.106 g mol⁻¹
E   -307.5257 hartree
Strongest force on any atom   3.9 eV/A

***

Record 16
ORCA calculation (ωB97M-V/def2-TZVPD) on a structure of composition C4H8O2.

The geometry in ORCA input format:
```
! RIJCOSX wB97M-V def2-TZVPD def2/J DEFGRID3
* xyz 0 1
O 0.7140 -1.6493 -1.0454
C 1.3133 0.3487 -0.6604
C 0.5021 0.8882 0.3449
C -0.9799 0.9937 0.0776
C -0.9935 -0.1403 0.9798
O -1.1933 -1.3967 0.6648
H 1.0041 -2.4101 -0.5104
H 0.9561 0.1990 -1.6629
H 2.3844 0.5966 -0.6032
H 0.9349 1.4634 1.1631
H -1.2179 0.7585 -0.9593
H -1.4513 1.8974 0.4507
H -1.0448 0.0219 2.0550
H -0.9282 -1.5710 -0.2943
*
```

Energy above the lowest of the compared OMol25 structures with the same formula, charge and spin   112.2 kcal per mole
M   88.106 g mol⁻¹
E   -307.5336 hartree
Strongest force on any atom   1.0 eV/A

***

Record 17
ORCA calculation (ωB97M-V/def2-TZVPD) on the molecule C4H8O2.

The geometry in ORCA input format:
```
! RIJCOSX wB97M-V def2-TZVPD def2/J DEFGRID3
* xyz 0 1
O 1.1923 -1.3190 0.2420
C 0.9721 -0.6942 -1.0073
C -0.2820 1.2501 -0.0890
C -0.3274 0.1116 -1.0459
C -1.0331 0.0761 1.8180
O -0.5866 1.1144 1.1666
H 1.2723 -0.6333 0.9189
H 1.8176 -0.0329 -1.2592
H 0.9429 -1.4994 -1.7431
H 0.1024 2.2305 -0.3318
H -0.4832 0.5065 -2.0604
H -1.1870 -0.5441 -0.8198
H -1.1072 -0.8842 1.3292
H -1.2317 0.2513 2.8642
*
```

Energy above the lowest of the compared OMol25 structures with the same formula, charge and spin   100.4 kcal per mole
M   88.106 g mol⁻¹
E   -307.5524 hartree
Strongest force on any atom   0.8 eV/A

***

Record 18
ORCA calculation (ωB97M-V/def2-TZVPD) on the molecule C4H8O2 in a non-equilibrium geometry.

The geometry in ORCA input format:
```
! RIJCOSX wB97M-V def2-TZVPD def2/J DEFGRID3
* xyz 0 1
O 0.7131 -1.1531 -1.4730
C 0.4543 0.1759 -0.8308
C -1.0427 0.2465 -0.4476
C -1.0719 -0.0848 1.0703
O 0.2522 -0.4653 1.4054
C 1.1021 0.2940 0.5672
H 1.6697 -1.3097 -1.4212
H 0.8421 0.6099 -1.7420
H -1.4981 -0.5392 -1.0425
H -1.5763 1.1860 -0.6487
H -1.7398 -0.9161 1.3239
H -1.3792 0.7835 1.6818
H 1.1797 1.3266 0.9654
H 2.0949 -0.1542 0.5919
*
```

SMILES   O[C@H]1CCOC1
Energy above the lowest of the compared OMol25 structures with the same formula, charge and spin   45.4 kcal per mole
M   88.106 g mol⁻¹
E   -307.6401 hartree
Strongest force on any atom   2.6 eV/A

***

Record 19
ORCA calculation (ωB97M-V/def2-TZVPD) on a structure of composition C4H8O2.

The geometry in ORCA input format:
```
! RIJCOSX wB97M-V def2-TZVPD def2/J DEFGRID3
* xyz 0 1
C 1.9151 0.0539 0.8275
O 1.0768 1.0647 0.3292
C -0.8129 0.3705 -1.0609
C -1.0002 -1.0588 -0.6553
O -1.9173 -0.6085 0.3886
C -1.7054 0.6747 -0.1182
H 1.3807 -0.8623 1.1231
H 2.6294 -0.2133 0.0371
H 2.4689 0.4315 1.6927
H -0.2042 0.8747 -1.7906
H -0.1776 -1.6621 -0.2567
H -1.5487 -1.6047 -1.4237
H 0.1791 1.0099 0.7022
H -2.2838 1.5300 0.2050
*
```

Energy above the lowest of the compared OMol25 structures with the same formula, charge and spin   88.6 kcal per mole
M   88.106 g mol⁻¹
E   -307.5712 hartree
Strongest force on any atom   0.9 eV/A

***

Record 20
ORCA calculation (ωB97M-V/def2-TZVPD) on a structure of composition C4H8O2.

The geometry in ORCA input format:
```
! RIJCOSX wB97M-V def2-TZVPD def2/J DEFGRID3
* xyz 0 1
C 1.0687 1.7440 -0.1681
O 0.6393 -0.7332 -0.5749
C 0.0564 -1.5999 0.4040
C -1.2295 -0.7692 0.4551
C -0.5355 0.0541 -0.6276
O -0.2940 1.3539 -0.2128
H 1.3414 2.0994 -1.1621
H 1.8292 0.9951 0.1278
H 1.0407 2.5314 0.5754
H 0.6421 -1.6423 1.3267
H -0.0517 -2.5927 -0.0340
H -1.3807 -0.1794 1.3626
H -2.1432 -1.2795 0.1594
H -0.9831 0.0182 -1.6317
*
```

Energy above the lowest of the compared OMol25 structures with the same formula, charge and spin   56.0 kcal per mole
M   88.106 g mol⁻¹
E   -307.6232 hartree
Strongest force on any atom   0.9 eV/A